[1]
Molecular formula: C30H59N3O9P
Method: DFT, ωB97M-V with the def2-TZVPD basis set

XYZ file:
```
102
Properties=species:S:1:pos:R:3:forces:R:3
C 1.2926 -4.2570 -3.6400 -0.04 3.81 1.04
C 1.5744 -2.8177 -3.3688 -0.11 -3.37 -0.49
C 0.5779 -1.8806 -2.4703 -1.63 -0.22 -1.52
C -0.2839 -0.8599 -3.4596 -0.24 0.35 -0.34
C -0.6208 0.5970 -2.7073 1.80 -0.93 -0.53
P -2.0796 1.3391 -3.6793 -2.74 -2.54 0.46
N -3.3906 0.3590 -3.6110 2.00 0.59 0.66
C -0.9266 0.2003 -1.1426 -2.93 0.32 -1.32
C -1.8686 1.2572 -0.3184 -0.44 1.20 0.37
C -2.3532 0.8019 1.1694 -0.72 0.24 0.86
C -2.6780 -0.7691 1.4101 -0.97 -0.40 1.64
C -2.3126 -1.2100 2.9824 0.93 0.52 -1.27
C -2.9511 -0.2074 4.1086 1.45 -0.92 1.17
C -1.6564 0.3359 5.0179 0.25 0.72 -0.48
C -1.0749 -0.7886 6.0590 0.06 0.71 0.23
C 0.4380 -1.3283 5.7289 0.43 -0.75 1.69
O 0.4939 -2.3687 4.6648 1.58 1.44 0.33
C 1.8882 -2.6623 4.2802 0.19 -0.62 -0.75
N 0.3380 -0.2400 -0.3780 -1.18 -0.25 0.46
C 1.0266 0.8695 0.3766 1.94 2.54 1.77
C 1.3756 2.2270 -0.4595 0.48 1.43 0.90
C 1.5369 3.4303 0.6948 0.12 0.16 -1.13
C 1.2589 -1.1508 -1.1728 1.89 -3.52 -0.19
C 1.6384 -2.4158 -0.1330 -0.04 -1.11 -0.09
O 2.9334 -3.0159 -0.4729 -1.27 1.73 1.70
C 3.9871 -2.7597 0.4980 2.35 -0.51 1.26
C 5.3274 -1.9932 -0.1130 0.33 -0.96 -1.25
O 6.1832 -1.3783 0.9135 -2.29 0.78 -0.41
C 5.6018 -0.1459 1.4668 -0.12 0.91 1.45
C 6.1431 1.2462 0.7923 -0.90 -0.01 -0.03
O 5.2592 2.3398 1.3152 1.83 -0.36 0.73
C 6.0604 3.3705 1.9954 0.22 1.74 0.42
C 5.1622 4.4287 2.9048 -0.22 0.26 0.04
O 2.6059 -0.5657 -1.4369 -3.46 -1.18 1.59
N 2.6513 0.1221 -2.5782 5.61 1.49 -0.59
O 3.8453 0.4623 -2.6786 -4.44 -0.56 -0.69
H 2.1436 -5.0445 -3.7983 -1.78 1.95 -0.48
H 0.1629 -4.6173 -3.6717 2.64 0.59 0.81
H 2.5453 -2.3406 -3.8693 -1.99 -1.12 1.83
H -0.2504 -2.6206 -2.0286 1.98 1.62 -0.75
H -1.3129 -1.3772 -3.6964 2.05 0.95 0.48
H 0.2483 -0.6939 -4.5142 -0.98 -0.26 2.51
H 0.3063 1.2847 -2.8788 -1.58 -1.24 0.72
H -1.7490 1.4548 -5.0989 0.50 0.46 1.27
H -2.4543 2.6572 -3.1952 0.93 -0.58 -0.44
H -3.2039 -0.4800 -3.0192 -0.33 0.92 -0.63
H -1.6103 -0.7788 -1.2187 1.68 2.06 0.20
H -2.8765 1.4567 -0.9287 2.40 -0.86 0.94
H -1.3901 2.3443 -0.1978 -0.78 -2.48 -0.41
H -3.3753 1.3887 1.3717 2.36 -1.22 -0.49
H -1.6448 1.1555 2.0579 -1.17 -0.65 -2.11
H -3.8443 -0.9248 1.3183 2.43 0.12 -0.29
H -2.1139 -1.5408 0.7443 -1.02 1.42 0.83
H -2.5595 -2.3452 3.1220 0.28 2.26 -0.14
H -1.1236 -1.1221 3.0397 -2.45 -0.31 0.08
H -3.5742 -0.8865 4.8589 0.92 1.77 -1.73
H -3.5614 0.6974 3.6868 1.09 -1.94 0.76
H -1.9284 1.3542 5.5741 0.44 -2.37 -1.03
H -0.7478 0.6233 4.2998 -1.99 -0.54 1.29
H -1.8558 -1.6579 6.1512 1.75 1.46 -0.17
H -1.0098 -0.2535 7.1231 -0.02 -1.36 -2.26
H 0.8156 -1.8789 6.7175 -0.76 1.22 -1.92
H 1.2334 -0.4610 5.5475 -1.89 -1.60 0.03
H 2.4742 -3.2401 5.1286 -1.13 1.42 -1.58
H 2.4500 -1.6900 3.9232 -0.96 -1.71 0.99
H 1.8732 -3.3840 3.3302 -0.25 1.47 2.14
H -0.0788 -0.8629 0.3813 0.66 0.77 -0.98
H 0.3937 1.2279 1.3245 0.94 -1.24 -2.41
H 2.0549 0.5015 0.8617 -2.31 0.40 -1.31
H 2.4405 2.2149 -0.9986 -2.60 -0.30 1.02
H 0.5366 2.6168 -1.1755 1.64 -1.21 1.28
H 1.4234 4.4764 0.1320 0.40 -2.32 1.32
H 2.6238 3.3326 1.1181 -2.24 0.33 -0.43
H 0.6875 3.3834 1.5053 1.79 -0.02 -1.48
H 0.8325 -3.2881 -0.2623 1.60 2.08 0.05
H 1.5806 -2.1074 0.9935 0.31 -0.19 -1.94
H 3.6927 -2.1775 1.4631 -0.05 -0.97 -1.80
H 4.3862 -3.8235 0.8646 -1.00 2.30 -0.76
H 5.0862 -1.2141 -0.9516 0.14 -1.45 1.61
H 5.9791 -2.8634 -0.6056 -1.28 2.13 1.09
H 4.4118 -0.1198 1.4406 2.41 -0.13 -0.25
H 5.8754 -0.1051 2.6280 -0.49 -0.22 -2.55
H 5.9440 1.1968 -0.3596 0.79 0.12 2.06
H 7.2361 1.5325 1.0966 -1.98 -1.00 -0.90
H 6.8756 2.9261 2.7439 -1.71 0.65 -1.87
H 6.5586 4.0301 1.1389 -0.63 -1.47 1.95
H 4.7134 5.3190 2.2662 0.93 -2.01 1.16
H 4.2674 3.9158 3.4733 1.87 0.81 -1.18
H 5.8521 4.9393 3.7248 -1.34 -1.23 -1.82
C -6.7445 1.7352 -4.6620 0.38 0.14 0.66
C -7.4081 0.3894 -4.8716 0.94 0.86 -0.18
C -8.2826 0.3379 -6.0892 0.27 0.06 -0.88
O -9.2561 -0.6274 -5.7367 -0.24 -0.15 0.91
C -9.3424 -0.6104 -4.3746 -2.13 -1.35 1.55
O -10.2221 -1.1661 -3.7323 2.21 1.36 -1.58
O -8.3207 0.1087 -3.8227 -0.89 -0.65 -0.21
H -7.4380 2.4600 -4.2187 -0.07 -0.20 -0.30
H -5.9083 1.6342 -3.9587 -0.11 0.00 -0.21
H -6.3487 2.1424 -5.5968 -0.08 -0.13 0.04
H -6.6541 -0.4074 -4.8923 -0.11 0.05 -0.05
H -7.7294 0.0170 -6.9781 -0.23 -0.03 0.15
H -8.7881 1.2842 -6.3072 0.11 0.04 0.13
```
Forces are in eV/Å.

Calculated values
M: 636.788 g mol⁻¹
LUMO energy: -3.582 eV
Largest force on an atom: 5.8 eV Å⁻¹
Net charge: +1

[2]
Molecular formula: CH3NO2
Method: DFT, ωB97M-V with the def2-TZVPD basis set

XYZ file:
```
7
Properties=species:S:1:pos:R:3:forces:R:3
C 0.2993 0.1317 -0.0814 -1.23 -0.25 0.00
N 1.7136 0.4325 -0.1481 0.22 0.08 -0.04
O 1.6624 1.8944 -0.3142 3.06 -7.07 0.87
O 2.4858 -0.7603 -0.0018 -2.76 7.76 -0.92
H 0.0501 -0.8831 -0.3736 0.38 -0.10 0.05
H -0.0316 0.3070 0.9483 0.21 -0.12 -0.08
H -0.2247 0.8624 -0.7008 0.12 -0.30 0.11
```
Forces are in eV/Å.

Calculated values
Energy above the lowest of the compared OMol25 structures with the same formula, charge and spin: 710.7 kJ/mol
M: 61.040 g mol⁻¹
LUMO energy (alpha / beta): -2.043 / -2.053 eV
Largest force on an atom: 8.3 eV Å⁻¹
Structure (SMILES): C[N+](=O)[O-]

[3]
Molecular formula: C4H8N2
Method: DFT, ωB97M-V with the def2-TZVPD basis set

XYZ file:
```
14
Properties=species:S:1:pos:R:3:forces:R:3
C -0.4059 -0.4404 -0.0921 -0.01 -0.60 0.62
C -1.2375 0.7531 0.2157 0.13 0.24 -0.20
C -2.2895 1.1538 -0.4905 0.04 -0.13 0.15
N 0.1896 -1.0246 1.0025 -0.13 0.26 -0.66
H 0.2715 -2.0310 0.8744 0.03 0.10 -0.07
H -0.8661 -1.1147 -0.8228 0.16 0.08 -0.06
H -0.9104 1.3214 1.0815 0.02 0.04 -0.03
H -2.6698 0.5721 -1.3228 0.10 0.04 -0.08
H -2.8328 2.0549 -0.2378 0.00 -0.04 0.05
C 2.1922 -0.0354 -0.4703 -0.65 -0.21 0.67
N 2.1050 -0.7404 0.5257 -0.02 0.51 0.02
H 2.7176 -0.9416 1.3056 0.08 -0.12 -0.28
H 3.0861 0.4714 -0.8273 -0.13 -0.15 -0.17
H 0.6500 0.0013 -0.7415 0.39 -0.02 0.02
```
Forces are in eV/Å.

Calculated values
Energy above the lowest of the compared OMol25 structures with the same formula, charge and spin: 477.2 kJ/mol
M: 84.122 g mol⁻¹
LUMO energy: 0.883 eV
Largest force on an atom: 1.0 eV Å⁻¹

[4]
Molecular formula: C5H11NO
Method: DFT, ωB97M-V with the def2-TZVPD basis set

XYZ file:
```
18
Properties=species:S:1:pos:R:3:forces:R:3
C 0.8439 0.8675 1.7647 -1.15 -1.90 2.23
O 0.0271 1.2028 2.9178 -2.15 -0.96 -2.44
C 0.1715 -0.4265 1.2092 0.66 -0.49 0.74
C -0.9296 -0.0838 0.2268 -2.06 0.18 -2.18
C -0.3776 0.2216 -1.2194 2.32 -1.06 1.45
C 0.0947 -1.3208 -3.0359 0.06 0.94 -0.15
N 0.0913 -1.0045 -1.7552 0.06 -0.59 1.46
H 0.7855 1.5916 1.0210 -0.29 1.59 -1.23
H 1.8707 0.8616 2.1176 0.36 -0.77 -0.22
H 0.4253 1.5907 3.6378 1.96 1.37 1.93
H 0.9346 -1.0195 0.6867 -0.29 0.04 -0.17
H -0.2233 -1.1035 2.0422 0.64 1.19 -0.80
H -1.7216 -0.8981 0.0811 1.33 0.75 0.40
H -1.5338 0.8139 0.4424 0.32 -0.08 0.86
H -1.0088 0.6552 -1.9504 -1.60 0.84 -0.41
H 0.4238 1.0039 -1.0205 -0.15 -0.22 -0.33
H -0.3076 -2.2463 -3.3196 -0.24 -1.69 -0.52
H 0.4340 -0.7058 -3.8465 0.21 0.84 -0.64
```
Forces are in eV/Å.

Calculated values
Energy above the lowest of the compared OMol25 structures with the same formula, charge and spin: 257.6 kJ/mol
M: 101.149 g mol⁻¹
LUMO energy (alpha / beta): 3.318 / 3.312 eV
Largest force on an atom: 3.4 eV Å⁻¹
2S+1: 2
Net charge: -1

[5]
Molecular formula: C19H17ClOPSm
Method: DFT, ωB97M-V with the def2-TZVPD basis set

XYZ file:
```
40
Properties=species:S:1:pos:R:3:forces:R:3
Sm 0.0456 -0.3004 3.3222 -0.18 0.75 2.17
Cl -0.0593 -0.4127 5.8233 -0.03 0.07 -0.77
P 0.0329 -0.2601 0.3153 0.21 -1.35 -1.35
C -1.3696 -0.9326 -0.5590 -0.10 -0.31 0.18
C -1.2643 -1.8093 -1.6469 0.03 0.06 -0.20
C -2.4353 -2.4182 -2.1239 -0.12 0.28 0.17
C -3.6781 -2.1599 -1.5179 0.52 -0.20 -0.01
C -3.7614 -1.2963 -0.4130 0.06 0.23 -0.32
C -2.6132 -0.6633 0.0417 -0.41 -0.20 -0.04
C -0.2766 1.5658 0.3917 0.65 -0.39 0.78
C 0.5886 2.3142 1.2090 0.01 0.09 0.13
C 0.4426 3.7008 1.2869 0.36 -0.10 0.39
C -0.5426 4.3494 0.5503 -0.26 -0.02 -0.03
C -1.3666 3.6173 -0.3165 0.57 -0.05 0.34
C -1.2202 2.2387 -0.4219 -0.18 -0.69 0.05
C 1.6385 -0.5032 -0.5722 0.07 -0.45 0.79
C 2.6458 -1.1927 0.1255 -0.11 0.45 0.27
C 3.9646 -1.1815 -0.3050 0.11 -0.07 -0.60
C 4.2759 -0.6079 -1.5468 -0.49 0.03 0.18
C 3.2467 -0.0389 -2.3217 0.05 -0.25 0.43
C 1.9372 0.0425 -1.8300 -0.30 0.33 -0.33
H 1.4549 1.8377 1.7090 -0.39 0.22 -0.20
H 1.1182 4.2622 1.9359 -0.24 -0.09 -0.27
H -0.6737 5.4330 0.6431 0.10 -0.47 -0.07
H -2.1137 4.1323 -0.9062 0.06 -0.09 -0.09
H -1.8099 1.6917 -1.1638 0.09 0.11 0.48
H -0.2894 -1.9768 -2.1433 -0.70 -0.06 0.44
H -2.3692 -3.1004 -2.9694 -0.07 0.18 0.18
H -4.5807 -2.6534 -1.8950 0.42 0.20 0.16
H -4.7232 -1.1007 0.0674 0.34 -0.07 -0.21
H -2.6752 0.0301 0.8909 -0.06 -0.38 -0.39
H 2.4060 -1.7192 1.0501 0.10 0.19 -0.11
H 4.7350 -1.6433 0.3131 -0.19 0.06 -0.28
H 5.3074 -0.6209 -1.9116 -0.44 0.05 0.10
H 3.4792 0.3494 -3.3094 -0.11 0.00 0.18
H 1.1478 0.5196 -2.4409 0.59 -0.21 0.43
H -0.9794 -0.9295 1.7856 -1.18 0.81 -0.06
H 0.6390 -1.2547 1.6758 1.23 1.07 -2.25
O -0.2015 -4.2147 3.5220 0.20 2.25 0.52
C -0.1028 -3.0942 3.6555 -0.20 -1.99 -0.81
```
Forces are in eV/Å.

Calculated values
Energy above the lowest of the compared OMol25 structures with the same formula, charge and spin: 116.2 kJ/mol
M: 478.131 g mol⁻¹
LUMO energy (alpha / beta): -8.851 / -8.786 eV
Largest force on an atom: 2.8 eV Å⁻¹
2S+1: 6
Net charge: +2

[6]
Molecular formula: C3H5NO
Method: DFT, ωB97M-V with the def2-TZVPD basis set

XYZ file:
```
10
Properties=species:S:1:pos:R:3:forces:R:3
O 0.3357 0.5560 -1.0159 -1.21 -1.81 0.57
C 0.3332 1.0666 0.3234 0.09 0.41 0.43
C -0.0675 -0.3034 0.9035 -0.48 0.17 0.17
C -0.4047 -0.6237 -0.5175 1.98 0.50 -1.55
N -0.7997 -1.5666 -1.2407 3.04 2.18 -3.15
H -0.0828 -1.1021 -2.2122 -3.30 -2.13 2.68
H 1.2937 1.5008 0.5711 0.15 -0.05 0.24
H -0.4567 1.8246 0.3788 0.15 -0.10 0.42
H -0.9042 -0.3728 1.5846 -0.02 0.15 0.35
H 0.7529 -0.9794 1.2250 -0.41 0.67 -0.17
```
Forces are in eV/Å.

Calculated values
Energy above the lowest of the compared OMol25 structures with the same formula, charge and spin: 245.3 kJ/mol
M: 71.079 g mol⁻¹
LUMO energy: 0.860 eV
Largest force on an atom: 4.9 eV Å⁻¹